Formula: C34H71BClF7LiMg2N3O11PS2
Source: OMol25
Level of theory: the ωB97M-V functional and the def2-TZVPD basis

Values from the calculation:
Max |F|: 5.54 eV/A
Kohn-Sham gap: 0.8 eV
HOMO energy: -8.49 eV
Total charge: +1

The geometry in XYZ format:
```
134
Properties=species:S:1:pos:R:3:forces:R:3:mulliken_charge:R:1
C 6.3711 -0.9787 0.4784 -0.952 -0.408 0.018 -0.668
C 6.2030 -2.4691 0.1051 0.545 0.350 0.009 -0.416
C 5.9253 -2.6307 -1.4077 -0.114 0.183 0.598 -1.219
C 4.4080 -2.6127 -1.7032 0.403 -0.302 0.618 0.608
C 3.8171 -4.0129 -2.0045 0.572 0.886 -0.638 -0.878
C 2.6396 -3.9780 -3.0114 0.284 -0.699 0.658 -1.144
C 1.4364 -4.7859 -2.4707 -0.222 -0.348 -1.043 -0.799
C 0.1146 -4.0172 -2.5371 0.382 0.482 -0.087 -1.100
C 0.2005 -2.6603 -1.7921 -0.895 -0.271 -0.199 0.346
B -0.3270 -2.6241 -0.2439 0.517 -0.638 -0.058 0.212
C -0.0984 -4.0238 0.5930 0.106 0.494 0.346 -0.861
C 1.3817 -4.2893 0.9938 -0.632 -0.474 0.078 1.071
C 1.7451 -3.8403 2.4184 0.167 -0.227 -0.134 -1.660
C 0.2095 -1.3340 0.6124 -0.176 0.207 0.142 -1.256
C 1.6777 -1.0142 0.3528 0.287 0.501 0.135 0.654
C 2.2356 0.1715 1.1946 -0.728 -1.048 -1.347 0.620
C 2.1699 1.5244 0.4972 -0.467 -1.286 1.056 0.670
O 2.8712 2.4185 0.8889 1.386 1.432 0.251 -0.837
O 1.3387 1.6286 -0.4984 -0.180 0.017 -0.421 -0.260
C 1.4883 2.8235 -1.2883 -0.333 0.405 -1.170 -0.327
C 2.6597 2.7065 -2.2652 0.060 0.014 0.007 -0.826
P -2.2899 -2.4289 -0.3427 0.407 -0.082 0.061 0.292
S -2.9193 -0.7239 -1.1391 -0.471 0.455 -0.096 -0.500
H 5.3521 -0.5525 0.6047 2.886 -2.493 -4.012 -0.394
H 6.9075 -0.8260 1.4173 0.054 0.025 0.139 0.648
H 6.8565 -0.3945 -0.3017 0.005 -0.024 0.104 0.430
H 7.1097 -2.9941 0.4135 0.013 0.034 -0.146 0.449
H 5.3957 -2.8816 0.7188 0.009 -0.184 -0.159 0.277
H 6.4101 -3.5391 -1.7673 -0.173 -0.023 -0.066 0.455
H 6.4236 -1.7914 -1.8989 0.012 -0.124 -0.178 0.391
H 4.1755 -1.8723 -2.4704 -0.079 -0.207 -0.124 0.557
H 3.9517 -2.2713 -0.7616 -0.252 0.241 -0.402 -1.027
H 4.6249 -4.6142 -2.4296 -0.059 -0.082 0.051 0.640
H 3.5533 -4.4751 -1.0522 -0.123 -0.094 -0.174 0.596
H 2.3721 -2.9511 -3.2640 -0.060 -0.055 0.172 0.482
H 2.9991 -4.4150 -3.9456 -0.125 -0.031 -0.006 0.551
H 1.6545 -5.1817 -1.4793 -0.150 0.254 0.090 0.349
H 1.3315 -5.6760 -3.1033 -0.035 -0.019 0.117 0.442
H -0.7037 -4.6691 -2.2156 -0.003 0.185 0.234 0.318
H -0.0946 -3.8005 -3.5937 0.095 -0.171 0.010 0.448
H -0.4342 -1.9614 -2.3598 0.283 0.186 0.058 0.170
H 1.2255 -2.2953 -1.9142 -0.174 0.074 0.198 -0.547
H -0.4887 -4.9117 0.0840 -0.024 0.122 -0.082 0.133
H -0.6879 -3.9251 1.5210 0.133 -0.277 -0.010 0.561
H 1.5248 -5.3758 0.9734 0.232 0.069 -0.100 0.607
H 2.0492 -3.8907 0.2248 -0.004 0.152 0.246 -1.247
H 1.1938 -2.9627 2.7600 0.145 0.091 -0.165 0.281
H 1.5041 -4.6450 3.1169 -0.060 0.083 0.020 0.489
H 2.8248 -3.6735 2.5182 -0.075 0.128 0.049 0.253
H -0.3589 -0.4120 0.4163 0.013 -0.129 -0.192 0.581
H 0.0248 -1.5433 1.6778 0.259 0.109 -0.023 0.211
H 2.3605 -1.8514 0.5245 -0.380 -0.143 0.062 -0.496
H 1.8026 -0.7346 -0.6961 0.009 -0.179 0.013 0.288
H 1.6966 0.1608 2.1415 0.394 0.390 0.221 0.796
H 3.3090 -0.0561 1.3300 -1.385 0.327 0.253 -1.516
H 0.5854 2.8976 -1.8927 -0.172 -0.251 0.278 0.365
H 1.5126 3.7328 -0.6939 0.281 -0.267 0.411 0.357
H 2.3570 2.2225 -3.1944 -0.055 -0.075 0.105 0.306
H 3.0319 3.6984 -2.5302 0.012 -0.051 0.087 0.316
H 3.4901 2.1196 -1.8638 -0.025 0.138 0.107 0.091
H -2.7879 -2.6061 0.9791 -0.189 -0.144 -0.355 0.074
H -2.8653 -3.4841 -1.0896 -0.026 -0.087 0.411 0.089
C -7.4110 -2.2558 -0.9920 0.174 -0.004 0.149 0.577
O -8.3184 -2.9922 -0.6517 -0.164 -0.038 -0.054 -0.653
N -7.5201 -1.4154 -2.0712 -0.148 0.074 -0.320 -0.208
N -6.2159 -2.1911 -0.3448 -0.035 -0.036 0.022 -0.229
H -6.7877 -0.7993 -2.3678 0.049 -0.019 0.117 0.111
H -8.3875 -1.4265 -2.5763 -0.006 0.036 0.078 0.151
H -6.0878 -2.7880 0.4514 -0.032 0.026 -0.023 0.166
H -5.4715 -1.5780 -0.6309 0.218 0.018 0.032 0.072
Li 4.8147 0.0283 1.4896 -1.114 2.740 3.911 0.820
C -3.6102 0.7297 -4.0807 -0.269 0.654 -0.079 -0.834
C -4.5568 0.2292 -5.1448 1.030 -0.747 0.275 -0.327
O -5.7816 1.0314 -5.1714 -0.653 0.256 -0.054 -0.318
C -5.7415 2.1492 -5.8172 1.208 -1.233 0.389 0.610
O -4.8025 2.6131 -6.4156 -0.820 0.743 -0.592 -0.511
C -7.1280 2.8171 -5.7634 -1.175 0.062 3.586 0.736
F -7.6625 2.7889 -4.5802 0.171 -0.101 -0.134 -0.149
F -8.0242 2.1981 -6.6274 -0.005 -0.105 0.324 -0.176
F -7.0862 4.1307 -6.1589 0.144 -0.391 -0.162 -0.232
H -4.1071 0.7582 -3.1128 0.088 -0.200 0.035 0.224
H -2.7433 0.0771 -4.0087 -0.087 -0.096 0.053 0.307
H -3.2649 1.7430 -4.2981 0.059 -0.054 -0.130 0.311
H -4.8719 -0.7867 -4.9183 -0.367 0.146 0.040 0.325
H -4.0928 0.2122 -6.1303 -0.236 0.299 -0.101 0.377
Mg 5.3822 2.7737 0.5189 -0.047 0.281 0.153 0.141
C -13.0089 1.8033 -5.2022 0.139 -0.219 -0.081 -1.031
C -13.4892 1.8384 -3.7656 0.027 0.384 -0.213 -0.191
O -13.6823 0.5184 -3.2454 0.033 0.030 0.118 -0.363
C -12.5729 -0.1275 -2.8798 -0.070 -0.169 -0.060 0.794
O -11.4466 0.3066 -2.9374 -0.073 0.010 -0.041 -0.580
O -12.9226 -1.3391 -2.4574 0.042 0.176 -0.016 -0.336
C -11.8213 -2.1825 -2.1032 0.227 -0.244 0.162 -0.618
H -13.6838 1.2043 -5.8151 -0.077 0.104 0.008 0.300
H -12.9579 2.8122 -5.6135 -0.063 0.009 0.025 0.356
H -12.0197 1.3501 -5.2731 0.026 0.049 0.080 0.243
H -14.4609 2.3269 -3.7153 -0.077 -0.209 0.098 0.301
H -12.8082 2.4026 -3.1280 0.085 -0.157 0.024 0.298
H -11.1637 -1.6954 -1.3868 0.035 0.047 -0.086 0.305
H -11.2678 -2.4656 -2.9981 0.063 0.079 0.030 0.261
H -12.2301 -3.0788 -1.6465 -0.192 0.089 -0.058 0.251
C 6.8138 3.0451 8.0902 -0.077 -0.034 0.110 -1.351
C 6.4141 2.5012 6.7271 0.310 0.205 0.255 -0.252
N 5.9769 1.1085 6.7583 -0.759 0.258 -0.637 0.261
C 5.8824 0.5126 5.4381 0.392 -0.361 -0.189 -1.108
C 4.8319 1.0878 4.4828 -0.206 0.029 0.087 0.227
C 4.8976 0.7927 7.6717 0.008 -0.420 0.658 -0.936
C 3.5850 1.5629 7.4585 0.942 -0.181 -1.566 -0.780
H 7.5771 2.4186 8.5534 -0.025 -0.030 -0.025 0.335
H 7.2251 4.0475 7.9746 -0.008 -0.016 -0.058 0.447
H 5.9652 3.1182 8.7688 0.016 -0.007 0.011 0.217
H 7.2901 2.5675 6.0780 -0.104 -0.153 -0.145 0.424
H 5.6515 3.1597 6.2896 0.025 0.010 -0.031 0.245
H 5.7213 -0.5642 5.5410 -0.097 0.042 0.169 0.353
H 6.8629 0.6056 4.9618 0.026 0.148 0.087 0.457
H 3.8226 0.7734 4.7500 0.012 0.019 -0.003 0.161
H 5.0207 0.7269 3.4630 0.122 0.016 -0.001 -0.568
H 4.8601 2.1761 4.4406 0.025 -0.008 -0.061 0.313
H 5.2417 0.9621 8.6876 0.112 0.154 -0.056 0.642
H 4.6946 -0.2807 7.6350 0.052 0.016 -0.258 0.268
H 3.7424 2.6238 7.2850 0.063 -0.041 -0.085 0.375
H 2.8867 1.4740 8.3902 0.347 -0.282 0.065 0.332
H 3.0173 1.1471 6.6139 -0.497 0.155 0.273 0.321
C 5.7403 7.9458 1.4203 -0.580 1.230 -0.380 0.643
F 4.8935 7.0874 0.8296 0.465 -0.050 0.329 -0.209
F 6.2758 8.7150 0.4675 0.063 -0.352 0.232 -0.208
F 5.0274 8.7338 2.2293 0.258 -0.343 -0.023 -0.205
S 7.0423 7.0242 2.3529 0.220 -2.742 0.504 1.229
O 7.7180 6.2299 1.3578 -0.257 0.503 -0.382 -0.564
O 6.3210 6.2508 3.3279 -0.240 0.402 -0.123 -0.533
O 7.9068 8.0623 2.9532 0.875 0.294 0.724 -0.430
F 9.0319 6.7992 4.3818 -0.967 0.783 -0.923 -0.267
Mg -6.9291 3.1400 -7.9449 0.871 0.792 -3.472 0.612
Cl 3.5557 2.2786 9.8020 -0.646 0.534 1.380 -0.229
```
Positions in Å, forces in eV/Å.